(1)
Entry from the OMol25 dataset: a structure of composition C32H36As2MoN5Se2SiTe2 (ωB97M-V/def2-TZVPD).

Last column: Mulliken charge in e.
Geometry (Å):
N: 1.243 1.529 3.453  -1.02
C: 4.300 -2.506 3.276  -0.81
Te: 3.720 2.219 -3.653  -0.06
As: -1.071 -0.704 -0.245  1.78
N: 1.538 2.653 2.825  1.40
H: 2.371 4.416 2.978  0.29
C: -4.237 3.456 -0.099  -0.75
H: -1.922 -2.570 1.969  0.34
C: 0.737 -2.826 0.427  -1.58
Se: 2.903 2.171 -1.279  -0.21
H: 4.116 0.440 0.787  0.22
H: -0.518 -2.831 -1.341  0.60
C: 2.389 -3.245 -2.439  -0.48
C: -4.998 -0.733 -2.837  -0.59
H: 4.356 -3.338 3.970  0.42
H: 2.085 3.599 4.437  0.30
H: -4.572 2.413 -0.170  0.16
H: -3.753 -1.474 -4.426  0.43
N: 1.532 2.632 1.551  -0.98
As: 2.092 -1.535 -0.156  2.05
H: -2.926 3.794 -3.857  0.31
C: 5.145 -1.414 3.424  -0.56
C: 3.385 -2.540 2.231  -0.25
C: -1.552 2.734 -1.128  0.01
H: -5.115 4.105 -0.209  0.43
C: 1.046 0.729 2.423  -0.61
H: -5.906 -0.752 -3.431  0.38
C: 4.160 -0.382 1.485  -0.19
H: -3.924 0.055 0.273  0.56
C: -1.943 0.828 2.043  -0.23
C: -2.630 -1.116 -2.635  -0.52
H: -3.289 6.267 -1.296  0.33
C: -2.425 5.593 -1.262  -1.02
C: -2.738 -0.097 4.122  -0.70
Te: 3.122 -0.373 -4.103  -0.05
H: -2.777 -2.243 4.246  0.43
H: 5.013 -2.111 -0.612  0.41
H: 0.765 -0.300 2.532  0.66
C: -5.040 -0.305 -1.517  -0.62
H: -1.750 5.859 -2.082  0.32
C: -0.608 1.968 -1.000  0.92
Si: -2.990 3.847 -1.407  -0.30
H: 0.627 -2.716 1.502  0.68
H: -1.714 1.686 1.427  0.44
H: -3.820 3.618 0.903  0.22
C: -2.443 1.006 3.325  -0.77
H: 2.539 -4.516 -4.161  0.43
H: 1.129 -3.813 0.230  0.80
H: -5.979 0.010 -1.077  0.41
C: 5.079 -0.355 2.526  -0.78
H: -3.124 0.045 5.125  0.41
C: -2.677 -0.684 -1.313  0.48
C: 3.083 -3.990 -3.383  -0.68
C: 3.310 -1.474 1.339  0.13
H: -1.383 -3.195 0.130  0.73
C: 4.472 -4.051 -3.333  -0.59
H: 5.864 -1.394 4.236  0.40
H: -3.824 2.411 -3.205  0.19
H: 5.746 0.491 2.633  0.47
H: -1.898 5.757 -0.317  0.31
N: 1.223 1.366 1.251  1.16
C: -2.543 -1.380 3.630  -0.86
C: -3.880 -0.272 -0.755  -0.12
H: -4.589 4.016 -3.266  0.34
Se: 0.793 -0.118 -3.224  -0.09
H: 2.745 -3.404 2.117  0.39
C: -3.645 3.483 -3.090  -0.84
H: 1.315 -3.176 -2.504  0.26
H: 6.243 -3.423 -2.293  0.42
H: -1.702 -1.436 -3.079  0.23
C: 4.468 -2.636 -1.382  -0.55
C: -0.586 -2.590 -0.285  -1.52
H: -2.604 2.010 3.703  0.48
H: 5.016 -4.632 -4.071  0.39
Mo: 1.026 0.724 -0.836  -0.88
C: -1.754 -0.463 1.547  -0.16
C: 5.161 -3.376 -2.335  -0.73
C: -2.054 -1.564 2.342  -0.17
C: 3.085 -2.571 -1.442  0.38
N: 1.749 3.831 3.514  -0.70
C: -3.792 -1.137 -3.396  -0.94

Summary:
**Multiplicity**: 3
**Charge**: +1
**Kohn-Sham gap (alpha / beta)**: 5.4 / 5.7 eV
**E_HOMO (alpha / beta)**: -0.3514 / -0.3543 hartree



(2)
Entry from the OMol25 dataset: a cluster of 3 separate species, C32H36BBr4ClF8IN2O10 in total (ωB97M-V/def2-TZVPD).

Last column: Mulliken charge in e.
Geometry (Å):
H: 1.441 6.210 -1.283  0.32
C: 3.487 1.535 1.082  -1.90
O: 4.074 -3.714 -3.296  -0.47
H: 3.888 3.331 0.169  0.57
F: -4.966 -0.634 0.966  -0.28
H: 0.687 -1.564 0.473  0.35
H: -1.023 0.721 -3.933  0.43
H: 5.907 3.005 1.327  0.30
C: -5.610 2.901 0.039  0.65
H: -0.621 2.465 0.881  0.48
C: -0.298 3.209 0.168  -1.87
F: -6.816 3.466 -0.059  -0.33
O: -2.571 2.989 -0.464  -0.11
H: 5.118 0.123 0.591  0.48
C: -6.550 -3.505 5.670  0.91
C: 6.350 -6.047 -1.875  -0.88
C: 2.256 0.732 0.402  3.19
C: 0.976 1.049 -1.925  -1.63
F: -7.113 1.184 0.559  -0.32
C: -6.947 -0.852 4.686  1.01
C: -5.845 1.363 0.194  0.66
C: 5.508 -5.013 -1.976  0.32
O: 0.838 5.478 -1.095  -0.66
H: 3.418 -0.977 0.804  1.07
N: 3.357 3.009 0.986  0.46
C: 1.180 3.096 -0.255  2.12
H: 4.890 1.448 -0.509  0.57
O: 5.205 -4.235 -0.935  -0.55
C: 1.644 -1.817 0.047  0.07
H: 0.484 -3.163 -1.073  0.52
H: -3.570 1.572 -1.579  0.41
H: -3.142 3.044 -2.424  0.67
H: -6.132 -2.576 7.597  0.42
Br: -1.294 0.012 -0.558  -0.09
C: -4.840 3.330 -1.231  0.76
F: -3.750 1.094 1.338  -0.14
C: 6.007 -6.490 -4.351  0.38
O: -7.001 -4.295 3.450  -0.57
C: -5.013 0.675 1.291  0.23
H: 6.950 -7.922 -5.055  0.36
C: 4.881 1.177 0.554  -0.81
C: -6.894 -3.230 4.234  0.42
Cl: 1.076 0.571 1.775  -0.05
C: 1.722 1.678 -0.744  -0.17
H: 3.864 3.400 1.786  0.67
H: 4.691 -5.179 -5.382  0.44
Br: 3.766 -0.827 -1.613  -0.05
F: -5.724 0.745 -0.968  -0.29
H: 6.831 -6.313 -0.944  0.45
C: 4.846 -4.658 -3.275  0.93
H: 1.446 3.301 1.884  0.36
H: -5.507 0.713 2.265  0.05
H: 2.080 4.669 0.948  0.55
C: -3.503 2.656 -1.469  -1.18
C: 1.369 -2.555 -1.266  -1.55
C: 5.161 -5.455 -4.449  -1.13
H: 4.578 -3.565 -1.270  0.14
H: 6.900 1.839 0.514  0.45
H: -0.374 4.148 0.724  0.59
Br: 2.310 -3.240 1.266  -0.09
F: -5.047 3.432 1.110  -0.25
H: 2.174 4.916 -3.134  0.20
O: 7.393 -7.823 -3.019  -0.60
H: -1.574 -0.749 -3.141  0.51
H: 3.305 4.195 -2.225  0.16
C: 1.993 3.589 0.992  -2.46
O: 6.328 -7.247 -5.392  -0.56
C: 6.060 1.933 1.195  -1.46
H: -6.823 -5.070 4.021  0.36
H: -1.387 4.445 -1.209  0.55
O: -6.449 -0.052 6.894  -0.56
O: -6.412 -4.660 6.021  -0.61
H: 1.111 -1.898 -2.089  0.23
C: -1.311 3.384 -0.964  -1.44
C: 2.708 -0.690 0.042  -1.81
C: -0.705 -0.132 -3.336  -1.92
F: -5.588 3.189 -2.319  -0.31
H: -6.638 0.720 6.326  0.35
H: 2.141 -3.266 -1.517  0.50
I: 3.580 1.096 3.237  0.35
C: -7.080 -1.983 3.781  -0.94
C: -0.166 0.395 -2.038  0.54
B: 1.449 4.266 -1.329  0.66
H: -7.330 -1.773 2.750  0.49
O: -7.116 0.305 4.340  -0.68
H: 0.048 -0.706 -3.860  0.50
H: 6.361 1.505 2.142  0.37
C: -6.579 -1.124 6.114  0.33
N: 2.322 4.146 -2.486  -0.40
C: -6.396 -2.368 6.569  -0.92
H: 2.672 1.970 -1.205  0.75
H: -1.016 2.878 -1.888  0.65
Br: 1.840 1.288 -3.650  -0.01
F: -4.600 4.644 -1.104  -0.32
C: 6.649 -6.863 -3.047  1.06

Summary:
**Multiplicity**: 1
**Charge**: +1
**Kohn-Sham gap**: 7.6 eV
**E_HOMO**: -0.4064 hartree



(3)
Entry from the OMol25 dataset: a structure of composition C32H36Cl12N5O2V (ωB97M-V/def2-TZVPD).

Last column: Mulliken charge in e.
Geometry (Å):
H: -3.919 2.061 -4.793  0.48
N: 5.062 -0.630 1.122  -0.45
H: -0.184 2.010 0.064  0.13
C: -3.243 0.359 -5.961  -0.51
H: -5.025 -1.743 1.128  0.61
C: 0.589 -4.071 -0.412  -1.11
Cl: 3.564 0.569 -2.500  -0.05
C: 1.806 4.979 3.231  -0.35
Cl: 1.871 -3.976 3.203  -0.13
H: 2.097 -0.185 -4.233  0.19
C: -0.762 4.438 2.350  -0.11
H: -2.834 -0.149 -2.037  0.73
C: -5.859 -0.042 0.236  -0.73
C: 0.067 3.422 2.738  0.22
H: -0.210 0.407 -3.735  -0.17
H: -4.412 1.787 -2.235  0.36
H: -0.472 0.127 1.532  -0.97
C: -0.155 -0.177 0.535  1.39
C: 4.870 0.591 1.681  -0.54
H: -0.233 2.390 2.630  0.49
N: -0.755 -4.361 -0.712  0.34
C: 4.648 -1.678 3.231  -0.24
H: -0.187 -7.546 -1.813  0.41
C: 1.358 -0.498 0.585  -0.58
H: 0.132 -2.394 2.754  -0.43
Cl: 2.015 -1.999 -2.768  -0.02
H: 4.162 -0.316 4.832  0.61
H: 5.011 1.480 1.084  0.40
N: -3.841 -1.140 -0.588  0.39
H: 4.235 1.727 3.311  0.64
N: 1.009 6.024 2.906  -0.34
C: 0.096 -6.520 -1.629  -0.83
C: -0.449 1.064 -0.410  -0.51
C: -2.733 0.630 3.402  1.15
H: 4.969 -2.618 1.322  0.46
H: -2.232 0.661 2.435  -0.77
H: 0.022 0.993 -1.390  -0.16
H: 2.052 2.794 3.344  0.36
H: 1.961 0.302 1.014  0.37
Cl: 2.620 6.226 -1.953  -0.09
Cl: -1.594 0.517 4.771  -0.08
C: -1.979 1.455 -4.245  -0.65
H: -0.376 -1.261 -5.616  0.44
C: -3.118 1.364 -4.989  -0.18
H: 1.225 5.521 -0.136  0.11
Cl: 3.423 4.840 0.365  -0.09
O: -0.817 -1.311 0.101  0.38
C: -4.577 1.065 -1.449  -0.55
Cl: 4.256 -1.144 -4.625  -0.11
H: -1.726 4.216 1.918  0.45
Cl: -3.769 2.075 3.657  -0.12
H: 0.835 -3.107 0.008  1.22
C: 1.664 -4.938 -0.740  -0.60
Cl: -0.467 -3.357 4.920  -0.12
H: 2.680 -4.606 -0.585  0.49
Cl: 1.708 3.501 -1.529  0.01
C: 4.865 -1.701 1.884  -0.42
V: -2.278 -2.787 -0.922  0.90
C: 1.413 -6.158 -1.308  -0.30
H: -6.655 -0.114 0.963  0.40
H: -0.761 6.664 2.120  0.45
C: 4.486 0.728 2.988  0.04
C: -5.651 1.038 -0.578  -0.46
H: -1.807 2.238 -3.522  0.51
H: 1.526 -1.324 1.276  -0.10
C: 4.509 -0.389 3.812  -0.99
H: 1.810 -0.732 -0.379  -0.31
H: 2.242 -6.748 -1.672  0.41
C: -1.056 0.429 -4.406  0.57
H: -4.129 0.296 -6.575  0.38
H: 4.714 -2.547 3.869  0.47
C: -0.932 -5.600 -1.214  -0.06
Cl: -3.712 -0.867 3.484  -0.10
C: 1.358 3.604 3.175  -0.27
C: 2.046 5.058 -0.683  0.12
N: -2.265 -0.631 -6.168  -0.56
C: -4.875 -1.003 0.355  -0.49
C: 0.677 -2.655 3.661  0.72
C: 2.861 -0.612 -3.583  -0.01
H: -6.415 1.794 -0.689  0.48
Cl: 1.466 -1.246 4.253  -0.04
C: -1.159 -0.542 -5.426  -0.26
H: -1.492 1.235 -0.675  0.14
C: -3.714 -0.086 -1.414  -0.47
H: -1.941 -5.953 -1.367  0.35
H: 2.809 5.353 3.373  0.50
O: -1.764 -2.329 -2.371  -0.38
C: -0.251 5.758 2.411  -0.44

Summary:
**Multiplicity**: 3
**Charge**: +2
**Kohn-Sham gap (alpha / beta)**: 6.4 / 2.8 eV
**E_HOMO (alpha / beta)**: -0.4928 / -0.4929 hartree



(4)
Entry from the OMol25 dataset: a structure of composition C32H37BN12O5S5Ti (ωB97M-V/def2-TZVPD).

Last column: Mulliken charge in e.
Geometry (Å):
N: -0.763 0.723 0.742  1.43
H: 1.852 0.203 -5.532  0.29
C: 2.521 2.558 2.831  -0.34
H: 2.527 2.116 -2.899  0.17
O: -1.900 -2.548 -3.379  -0.79
H: -1.167 -1.873 1.930  -0.65
N: 0.432 2.130 3.067  0.86
C: 0.341 -2.043 4.651  -1.58
H: -1.285 0.688 -7.303  0.23
H: -0.407 -1.871 -1.280  0.49
C: 0.655 3.294 3.708  -0.11
C: 0.514 1.819 -5.185  -0.87
H: 3.469 0.830 -2.142  0.20
H: -3.160 2.424 -5.582  0.42
C: -2.265 2.416 6.354  -1.13
H: -3.038 0.794 -7.406  0.42
H: -1.182 0.640 -1.317  0.80
C: 0.450 -4.420 0.702  -0.62
H: -3.838 -4.475 0.354  0.37
C: -2.190 2.195 -6.031  -0.60
C: -2.811 1.311 0.044  -1.93
N: 1.579 1.687 2.496  -0.10
C: 3.016 2.961 -0.336  0.66
C: 1.540 0.193 -2.721  0.72
H: 3.364 -2.016 0.110  0.14
H: 3.534 2.407 2.504  0.67
H: -4.335 2.862 5.598  0.44
H: 0.616 2.181 -6.212  0.66
N: -2.261 -3.510 1.330  0.08
H: -1.543 -1.943 0.238  0.29
S: 1.389 2.608 -0.340  -0.28
C: 0.212 -3.055 0.791  2.42
C: -0.130 -1.146 -3.304  -0.70
C: -3.329 2.508 5.436  -0.34
H: -2.250 2.686 7.396  0.46
N: 1.126 -0.369 -1.598  0.81
H: -3.463 1.783 2.137  0.63
H: 3.767 -4.404 0.050  0.41
S: 3.848 0.475 0.547  -0.54
C: 1.990 3.607 3.588  -1.64
C: -1.204 -2.556 1.077  -0.33
C: -0.508 -0.960 4.671  0.00
C: 5.275 4.312 -0.671  0.60
H: -0.144 3.803 4.222  0.56
N: -0.259 -0.206 3.583  0.49
C: 1.265 -2.133 0.592  1.52
H: 1.186 2.422 -4.573  0.38
O: -1.089 -1.715 -5.328  -0.91
C: 1.079 -1.886 3.476  -0.33
N: -1.510 1.101 1.824  0.09
O: 6.099 5.167 -0.839  -0.58
H: 1.883 -5.993 0.396  0.37
H: -1.275 -0.682 5.373  0.52
S: 3.533 4.566 -0.820  -0.14
H: 0.160 -0.277 -5.712  0.61
S: -1.099 2.362 -4.635  1.15
B: -0.803 1.190 3.190  0.11
N: 0.795 -0.232 -3.788  0.29
C: 2.768 -4.040 0.259  -1.03
C: -2.194 0.838 -6.716  -1.00
H: -0.214 1.678 5.881  0.60
C: -1.552 0.867 -0.330  -0.94
H: -3.651 1.506 -0.598  0.53
H: -0.371 -5.112 0.822  0.02
Ti: 1.237 0.049 0.756  -0.41
H: -3.233 -4.611 2.798  0.37
H: 3.210 0.812 -3.880  0.50
C: 2.745 1.047 -2.921  -1.77
S: 5.671 2.685 -0.073  -0.19
C: 0.101 -1.227 -1.961  -0.64
H: -2.268 -5.215 0.024  0.28
H: 0.400 -2.845 5.367  0.42
C: -2.739 1.450 1.416  0.15
O: -0.969 3.779 -4.387  -0.75
H: -2.265 0.005 -6.014  0.24
C: 0.846 0.329 -5.125  -1.26
C: -2.776 -4.254 0.201  -0.95
H: -1.964 -3.527 3.387  0.14
H: -1.933 3.014 -6.704  0.34
H: 2.505 4.464 3.984  0.42
O: -1.565 1.496 -3.583  -0.49
N: -2.972 2.092 4.236  -1.14
N: -1.078 -1.816 -4.032  0.94
H: -1.532 -5.064 2.625  0.26
C: 1.723 -4.923 0.452  -1.15
C: 4.040 2.065 0.024  -0.01
C: -2.235 -4.216 2.583  -0.78
C: -1.233 1.907 5.609  -0.42
C: 2.523 -2.669 0.314  -0.97
H: 1.825 -2.532 3.043  0.46
N: -1.678 1.710 4.342  0.37
N: 0.703 -0.788 2.832  0.38
H: -2.678 -3.664 -0.711  0.25

Summary:
**Multiplicity**: 4
**Charge**: -1
**Kohn-Sham gap (alpha / beta)**: 4.9 / 5.7 eV
**E_HOMO (alpha / beta)**: -0.1012 / -0.2022 hartree



(5)
Entry from the OMol25 dataset: a cluster of 2 separate species, C32H37BO2S in total (ωB97M-V/def2-TZVPD).

Last column: Mulliken charge in e.
Geometry (Å):
H: 4.336 -0.478 3.099  0.42
C: -1.820 -0.204 4.881  -0.50
C: 3.332 -0.253 3.482  -1.65
H: -0.646 2.410 0.198  0.20
C: -3.412 0.020 3.091  -0.40
C: 2.988 -2.605 3.986  -2.07
H: -5.819 1.550 6.019  0.34
C: 2.164 -1.664 1.630  1.71
H: -3.714 -0.078 2.058  0.40
H: 5.169 4.044 3.688  0.28
C: -2.156 3.301 3.666  -0.52
H: 2.367 -3.504 3.913  0.34
H: 4.351 5.600 3.508  0.29
C: -4.347 0.507 3.992  -1.06
H: 3.504 -3.274 1.030  0.40
C: -2.359 -1.114 0.409  0.05
C: -4.144 4.342 2.571  -1.48
H: -4.550 4.516 1.572  0.40
H: -4.912 3.883 3.204  0.27
C: -2.787 0.181 5.800  -0.99
C: 2.431 -1.430 3.192  1.64
S: 2.167 3.504 3.481  -0.21
H: 1.514 2.646 0.006  0.50
B: 0.203 -1.463 2.784  0.80
H: -4.812 0.865 7.336  0.37
H: -5.334 0.830 3.652  0.39
O: 1.114 -1.191 3.772  -0.43
C: -0.821 2.961 3.574  -0.90
H: -1.445 -2.338 3.398  0.25
C: -1.347 -1.419 2.767  -0.22
C: -1.814 -1.918 1.407  0.93
H: -2.340 -5.011 0.001  0.38
C: 4.636 4.683 2.976  -1.25
H: 3.865 -0.690 0.633  0.39
H: -5.886 -0.195 6.376  0.28
H: -0.198 2.911 4.472  0.20
C: -2.999 -3.119 -0.848  -0.51
C: -2.906 3.511 2.503  0.55
C: 1.164 3.012 2.127  0.39
H: 4.021 3.490 0.382  0.36
C: -5.213 0.683 6.329  -1.52
C: -1.087 2.644 1.170  -0.51
H: -2.625 3.457 4.638  0.38
C: 3.465 3.951 2.448  0.63
H: -1.097 -3.908 1.867  0.33
O: 0.736 -1.513 1.509  -0.37
H: 2.399 0.342 0.815  0.07
H: -3.918 5.323 3.011  0.32
H: -3.123 2.838 0.474  0.34
H: 2.441 -0.960 -0.368  0.50
H: -3.539 -3.590 -1.680  0.36
H: -2.340 -0.024 0.534  0.44
H: -3.329 -1.099 -1.535  0.40
C: -1.677 -3.300 1.167  -0.54
H: 2.976 0.689 3.053  -0.13
H: 2.998 -2.325 5.046  0.47
C: 1.926 2.987 0.957  -0.63
C: -4.086 0.465 5.361  1.15
C: 3.254 3.473 1.157  -0.70
C: -2.155 -0.413 3.528  0.83
H: -2.597 0.199 6.877  0.30
H: -0.816 -0.439 5.225  0.33
C: 2.767 -0.673 0.639  -1.67
C: -2.327 -3.918 0.095  -0.86
C: -2.433 2.951 1.308  -0.69
H: 1.937 -3.193 0.142  0.45
H: 4.019 -2.844 3.705  0.41
C: -2.918 -1.723 -0.736  -0.99
C: 2.426 -3.082 1.124  -2.07
H: 1.988 -3.825 1.804  0.31
H: 5.297 4.929 2.142  0.37
H: 3.409 -0.104 4.565  0.52
C: -0.238 2.813 2.294  1.41

Summary:
**Multiplicity**: 1
**Charge**: 0
**SMILES string**: Cc1ccc([C@H](B2OC(C)(C)C(C)(C)O2)c2ccccc2)cc1.Cc1ccc(-c2ccc(C)s2)cc1
**Kohn-Sham gap**: 7.7 eV
**E_HOMO**: -0.2681 hartree



Largest force on an atom for every record listed, in sequence, given in eV Å⁻¹: 1.2; 2.3; 7.3; 0.6; 3.0.